Here is 9 unconnected molecules or ions with the total composition C50H142N21O11P7 in a non-equilibrium geometry from the OMol25 dataset. Energies are from wB97M-V/def2-TZVPD.

```
231
C50H142N21O11P7 | the OMol25 dataset | wB97M-V/def2-TZVPD
C -2.73577 1.38704 -1.29950
N -1.27335 1.51829 -1.41811
C -0.66878 1.15771 -2.73283
P -0.25666 1.30443 -0.02022
O -0.78116 1.67235 1.26803
N 0.27341 -0.41545 0.06267
C -0.62248 -1.52010 -0.30891
C 1.31312 -0.82085 1.04105
N 1.11564 2.19873 -0.41617
C 1.22985 3.61264 0.11972
C 2.28989 1.64653 -0.99945
H -3.26163 2.01375 -2.01978
H -3.06009 1.72834 -0.31642
H -3.01775 0.33513 -1.34505
H -1.29403 1.57661 -3.52131
H -0.56803 0.09943 -2.97365
H 0.31031 1.62168 -2.85203
H -1.35990 -1.62243 0.48724
H -1.23268 -1.47245 -1.21084
H -0.00677 -2.41627 -0.38551
H 1.68235 -1.84192 0.94525
H 2.13398 -0.10372 1.03748
H 0.85550 -0.80196 2.03015
H 0.51345 4.24289 -0.40722
H 1.24100 3.56088 1.20843
H 2.21728 4.03404 -0.06869
H 2.65521 2.22324 -1.84918
H 2.09789 0.62595 -1.33059
H 3.09363 1.60258 -0.26449
C -1.95258 5.63873 0.95621
N -3.04683 5.30074 1.81322
C -2.96932 3.93833 2.33807
P -3.85867 6.52320 2.76062
O -4.01995 7.80034 2.05863
N -5.35421 5.72784 3.28954
C -6.17127 6.14024 4.45447
C -6.27285 5.05189 2.36562
N -2.84033 6.58474 4.16103
C -1.89599 7.69693 4.27007
C -2.75253 5.58859 5.19209
H -2.03496 6.64070 0.53505
H -1.90382 4.91916 0.13893
H -1.01365 5.41973 1.46467
H -3.00148 3.05957 1.69398
H -3.86355 3.73467 2.92712
H -2.15162 3.88721 3.05700
H -5.59270 6.78701 5.11405
H -7.12579 6.56510 4.14385
H -6.48830 5.31396 5.09074
H -6.70315 5.89666 1.82777
H -5.82287 4.47100 1.56052
H -7.00128 4.43269 2.88916
H -1.63473 7.79424 5.32381
H -1.01003 7.58466 3.64511
H -2.24166 8.68438 3.96418
H -2.77745 6.02884 6.18891
H -1.76193 5.13406 5.17718
H -3.58405 4.88597 5.13727
C 7.92656 5.62967 3.63217
N 7.19586 4.37961 3.70642
C 7.48402 3.64632 4.94592
P 5.60422 4.29483 3.05782
O 4.67962 4.95062 3.98207
N 5.65352 4.88603 1.42117
C 6.70749 4.65221 0.42498
C 4.56615 5.84674 0.92675
N 5.38258 2.62380 2.69729
C 4.16596 1.86248 3.19152
C 6.38766 1.74711 2.08117
H 8.98208 5.53017 3.88530
H 7.37625 6.40026 4.17203
H 7.81561 5.94807 2.59563
H 7.41182 2.56232 4.85753
H 6.85710 3.98138 5.77224
H 8.50473 3.84908 5.27016
H 7.67255 4.98428 0.80770
H 6.92170 3.59047 0.30277
H 6.57568 5.14035 -0.54065
H 4.21357 5.70918 -0.09543
H 3.65089 5.59127 1.46073
H 4.84517 6.86573 1.19490
H 3.25815 2.34983 2.83590
H 4.10745 0.83918 2.82068
H 4.22372 1.87240 4.27995
H 6.41790 0.82172 2.65636
H 7.34896 2.25992 2.11318
H 6.08949 1.41967 1.08519
C 1.71774 -9.38312 0.12944
N 0.31557 -8.91376 0.02367
C -0.63708 -10.04042 -0.33949
P -0.24002 -7.30391 -0.09612
O -1.66664 -7.19398 0.22568
N 0.70835 -6.44089 0.96037
C 0.91127 -5.00282 0.72435
C 0.71136 -6.72887 2.38305
N 0.23828 -6.84711 -1.70027
C -0.24501 -5.60685 -2.22414
C 1.55857 -7.16815 -2.24202
H 1.67491 -10.13323 0.91912
H 2.40138 -8.57466 0.38853
H 2.09899 -9.81270 -0.79695
H -0.14124 -10.95811 -0.65587
H -1.44701 -9.68394 -0.97591
H -1.06453 -10.42885 0.58491
H 1.41931 -4.82921 -0.22426
H 0.01634 -4.38084 0.70568
H 1.55917 -4.51685 1.45383
H 0.65954 -7.80863 2.52279
H 1.69150 -6.50501 2.80414
H -0.00354 -6.10198 2.91599
H 0.49786 -4.81681 -2.11422
H -0.45126 -5.74254 -3.28581
H -1.21750 -5.30325 -1.83661
H 2.23439 -6.44792 -1.78088
H 1.51723 -7.08974 -3.32841
H 1.83819 -8.18117 -1.95273
C 0.92061 1.07052 6.33778
N 1.27649 -0.32224 5.93031
C 1.54851 -0.33280 4.52846
P 0.59351 -1.75563 6.57343
O -0.86847 -1.92951 6.45221
N 1.43569 -3.01790 5.93902
C 0.79494 -3.85814 4.89496
C 2.91215 -3.11778 6.04118
N 1.09694 -1.80317 8.28878
C 0.17976 -2.35211 9.31299
C 2.38034 -1.23374 8.76036
H 0.05234 1.47572 5.81815
H 1.76513 1.74736 6.20826
H 0.73426 1.12939 7.41012
H 2.48303 0.19378 4.33484
H 0.82707 0.23314 3.93913
H 1.68196 -1.31950 4.08493
H -0.25947 -4.03940 5.10347
H 0.75586 -3.27437 3.97529
H 1.34624 -4.79686 4.84041
H 3.38475 -2.84594 5.09733
H 3.35935 -2.68926 6.93811
H 3.22258 -4.15937 6.12377
H 0.43676 -3.36632 9.61865
H 0.26853 -1.77079 10.23075
H -0.85705 -2.36974 8.97710
H 2.83207 -0.56621 8.02657
H 3.09991 -2.02459 8.97219
H 2.27062 -0.72104 9.71597
C 2.20400 -2.76031 -8.07683
N 2.93259 -2.16583 -6.90337
C 4.19173 -1.45231 -7.28589
P 2.11851 -1.57138 -5.57834
O 1.41298 -0.29690 -5.80948
N 1.11266 -2.82185 -5.20969
C 1.64602 -4.19770 -5.04856
C -0.01216 -2.53475 -4.32371
N 3.30356 -1.58884 -4.27766
C 4.27935 -2.64465 -3.94081
C 3.47548 -0.36156 -3.45817
H 1.36477 -2.09473 -8.27880
H 1.89722 -3.78563 -7.87019
H 2.89399 -2.70652 -8.91892
H 3.99824 -0.44851 -7.66411
H 4.62911 -1.93802 -8.15818
H 4.91620 -1.38868 -6.47397
H 2.43265 -4.43436 -5.76502
H 2.09762 -4.30986 -4.06288
H 0.87847 -4.96549 -5.14589
H -0.63925 -3.42615 -4.34004
H 0.43802 -2.42271 -3.33736
H -0.56632 -1.65587 -4.65322
H 3.91302 -3.13894 -3.04104
H 4.36147 -3.40979 -4.71277
H 5.24703 -2.23984 -3.64448
H 2.67233 0.36386 -3.58786
H 4.44173 0.09453 -3.67364
H 3.70076 -0.61814 -2.42303
C -3.65230 0.59551 -6.67617
N -4.98396 0.69466 -6.07796
C -5.53329 2.00081 -6.02983
P -5.43258 -0.35834 -4.76661
O -5.08643 0.05951 -3.37186
N -7.08049 -0.80567 -4.97441
C -7.82393 -0.78726 -6.21206
C -7.83399 -1.19154 -3.79805
N -4.68165 -1.83520 -5.17107
C -3.50441 -2.26915 -4.40822
C -4.77680 -2.58300 -6.39664
H -2.93951 0.63047 -5.85227
H -3.45898 1.38463 -7.40282
H -3.54147 -0.38111 -7.14736
H -4.87818 2.60225 -5.39960
H -6.49935 2.01882 -5.52535
H -5.63958 2.36293 -7.05242
H -8.55243 0.02353 -6.21152
H -7.13263 -0.64008 -7.04184
H -8.30047 -1.74717 -6.41097
H -8.70463 -1.71479 -4.19339
H -7.17299 -1.75404 -3.13868
H -8.25049 -0.31602 -3.29997
H -3.29731 -3.32714 -4.56904
H -2.61999 -1.74505 -4.77046
H -3.50992 -2.01101 -3.34924
H -4.85968 -3.63618 -6.12824
H -3.90720 -2.35279 -7.01219
H -5.72650 -2.35467 -6.88041
C -0.42883 6.20340 -2.54394
C -1.02764 5.62517 -3.79047
O -0.16849 4.68996 -4.41343
C -0.61430 3.96531 -5.45890
C 0.49819 3.38882 -6.27257
O -1.80216 4.03106 -5.82695
H -0.55859 5.61390 -1.63632
H -0.72300 7.24508 -2.41566
H 0.65089 6.19511 -2.69309
H -1.97355 5.11301 -3.61425
H -1.22959 6.44834 -4.47582
H 0.16620 2.36466 -6.44281
H 1.46326 3.34297 -5.76795
H 0.53136 3.88988 -7.24001
C -3.27814 -0.36695 2.70497
C -2.24841 -1.17673 3.44174
O -2.19306 -2.53612 2.89061
C -3.18500 -3.37950 3.07277
C -2.92799 -4.67023 2.39672
O -4.22632 -3.19981 3.70869
H -3.20429 -0.42633 1.61909
H -3.27879 0.67206 3.03445
H -4.29641 -0.71751 2.87330
H -1.28055 -0.67738 3.39698
H -2.43890 -1.30324 4.50748
H -1.96096 -4.53561 1.91213
H -3.70844 -4.80227 1.64735
H -2.91108 -5.48911 3.11593
```

As for the SMILES: CN(C)P(=O)(N(C)C)N(C)C.CN(C)P(=O)(N(C)C)N(C)C.CN(C)P(=O)(N(C)C)N(C)C.CN(C)P(=O)(N(C)C)N(C)C.CN(C)P(=O)(N(C)C)N(C)C.CN(C)P(=O)(N(C)C)N(C)C.CN(C)P(=O)(N(C)C)N(C)C.CCOC(C)=O.CCOC(C)=O. Its molar mass is 1430.64 g mol⁻¹. The highest occupied orbital energy is -7.727 eV. For the max |F|, the calculation gives 4.07 eV Å⁻¹. Its relative energy (zero: lowest compared OMol25 entry of this formula, charge and spin) is 57.8 kcal per mole. As for the total charge: 0. The value obtained for the HOMO-LUMO gap is 7.8 eV.